Computed, not measured: 2 unconnected molecules or ions with the total composition C2H3F3S in a non-equilibrium geometry, with the ωB97M-V functional and the def2-TZVPD basis.

Output
* HOMO-LUMO gap: 9.542 eV
* energy relative to the best compared isomer or geometry (same formula, charge and spin): 375.1 kJ/mol

Element x y z (Å)
F 1.059 -0.723 -0.664
H 1.716 1.026 -1.308
S -2.450 -1.506 0.904
F -1.607 0.637 -0.138
C 1.531 0.514 -0.358
C -2.697 -0.035 0.004
H -1.135 -1.321 0.892
F 2.581 0.224 0.415
H 1.002 1.183 0.254

=====

Computed, not measured: 5 unconnected molecules or ions with the total composition C37H68BClFN2O21P2S5 in a non-equilibrium geometry, with the ωB97M-V functional and the def2-TZVPD basis.

Output
* HOMO-LUMO gap: 5.919 eV
* energy relative to the best compared isomer or geometry (same formula, charge and spin): 2592.9 kJ/mol
* net charge: +1

Element x y z (Å)
O 8.822 -5.946 2.248
C -11.000 -3.283 1.314
H -0.663 -2.002 1.870
H 5.097 -3.431 1.022
H -2.807 -2.265 5.074
H -2.246 7.277 -0.976
H -0.791 4.252 0.257
C 13.421 2.451 -5.728
O 13.358 0.501 -4.284
O -4.301 6.230 -2.261
C 2.366 -2.111 -0.132
H 0.718 2.868 1.360
H -10.076 0.497 -1.184
H -6.963 5.849 -2.917
O 4.265 3.847 -2.132
O 8.088 -3.656 3.353
H -4.000 -3.182 3.439
H 2.472 3.271 1.124
C -4.757 -2.143 1.518
C 1.583 2.688 0.574
C 1.979 1.134 0.263
C 3.631 -1.099 -0.514
C 2.347 -3.740 -0.299
O 2.379 -3.893 2.318
C 6.308 -0.634 -1.457
S 11.814 0.337 -3.789
O -4.813 8.642 -2.692
H 14.646 0.698 -5.842
C 5.092 -1.705 -1.060
C 2.546 -4.561 1.149
O 11.312 1.637 -3.396
P 0.952 3.656 -0.997
H 9.461 -5.577 1.545
H -11.073 -3.986 0.482
C -1.267 -2.372 -0.418
C 7.297 2.014 -1.807
B 4.607 3.201 -0.821
C -3.099 -1.135 4.849
H 1.250 -4.100 -0.630
H -10.151 -0.026 3.236
C -8.951 1.685 3.700
O -8.264 2.838 0.743
C 4.591 1.562 -0.788
H -7.687 -5.655 2.391
O 1.034 2.712 -2.461
C -9.320 0.530 2.789
O -9.764 0.992 1.522
C 12.152 -0.601 -2.320
H -8.742 1.328 4.713
H -7.744 -4.324 4.506
O -4.210 -1.065 3.843
H 6.176 4.350 0.431
C 7.274 -4.040 0.727
H -11.788 -3.463 2.047
H 7.588 -2.888 0.722
H -9.159 1.891 -1.830
H -0.840 2.142 2.823
H 13.992 2.975 -4.955
H 6.599 -3.397 -1.676
H 12.587 -1.561 -2.606
H 4.568 3.829 1.439
C 5.000 4.213 0.414
N -0.635 1.108 2.781
C -3.909 -2.089 0.116
N 1.041 -1.534 0.422
C 6.058 0.981 -1.351
H -5.422 -1.153 1.542
P -0.918 0.682 1.211
Cl 8.027 -1.096 -2.039
H 5.106 4.276 -2.470
O -9.366 -2.607 3.250
C -6.748 6.875 -2.614
F 2.896 -6.030 1.162
O -7.681 0.423 0.247
H 12.838 -0.035 -1.688
C 5.500 -3.260 -1.221
H 9.461 3.393 -2.074
H -1.372 1.805 0.431
H -3.618 -0.959 -0.127
O -8.394 -3.487 1.083
H -11.063 -2.257 0.944
H -2.112 -0.619 4.441
S -9.422 -3.487 2.101
H -9.003 -5.369 5.158
S 7.544 -4.787 2.426
H -0.987 6.817 -2.150
C -2.642 -3.128 0.057
C -2.041 7.084 -2.034
H 0.019 -3.487 1.049
H -2.668 5.037 -2.073
H -8.823 -6.809 3.086
C 13.606 0.950 -5.609
C -8.530 -5.754 3.083
H -7.364 -6.011 4.884
C -3.844 -2.139 2.881
C 8.541 2.703 -1.845
H 4.874 -3.881 -2.027
H -8.486 -0.171 2.679
H -4.651 -2.413 -0.755
H -7.458 7.560 -3.082
C 0.804 -0.013 0.597
C -0.166 -2.344 0.843
O -4.993 6.943 -4.563
H -2.214 8.021 -2.573
O 1.680 5.087 -1.116
O -0.761 4.055 -0.744
H -1.432 -1.293 -0.867
H -8.060 2.204 3.334
H 0.137 2.223 -2.485
H 12.975 0.415 -6.326
H -10.570 2.176 -0.769
H -9.760 2.421 3.742
H 13.745 2.804 -6.711
H -1.966 -0.283 1.250
H -0.781 -3.023 -1.292
O 6.283 -5.432 3.056
S -5.118 7.309 -3.168
H -2.795 5.836 -3.639
O 11.107 -0.510 -4.725
H -5.505 -3.044 1.597
C 5.685 -4.091 0.220
H 11.207 -0.759 -1.796
H -2.869 -3.959 -0.754
C -8.137 -5.345 4.490
O -9.652 -5.014 2.623
H -3.377 -0.602 5.853
S -8.654 1.478 0.433
H 7.939 -4.589 -0.084
C 3.390 0.553 -0.336
H 4.558 5.283 0.154
H -2.405 -3.684 1.058
H 5.267 -5.181 0.130
C -9.729 1.512 -0.979
H -2.688 -2.037 2.702
H -6.791 6.977 -1.528
H 2.965 -4.193 -1.173
C -2.936 5.980 -2.563
H 12.371 2.728 -5.597

=====

Computed, not measured: 10 unconnected molecules or ions with the total composition C24H69NO17 in a non-equilibrium geometry, with the ωB97M-V functional and the def2-TZVPD basis.

Output
* SMILES: COCCNCCOC.OCCO.OCCO.OCCO.OCCO.OCCO.OCCO.CCO.CCO.CCO
* HOMO-LUMO gap: 9.362 eV
* energy relative to the best compared isomer or geometry (same formula, charge and spin): 30.5 kJ/mol

Element x y z (Å)
H -0.779 -0.537 -6.639
H -2.009 0.585 0.555
O 5.540 0.650 -0.893
H 2.132 2.608 3.357
H -2.814 -0.352 -4.378
H 0.215 -4.033 5.752
C 0.301 4.161 2.163
H -5.207 1.476 -2.794
H 1.142 2.934 0.153
H 5.524 0.244 -0.003
H 4.549 0.607 -3.361
O -1.336 0.395 -0.130
H 0.871 -2.300 4.670
H 6.608 2.315 -0.356
H 3.281 -0.733 -0.006
H -0.696 3.919 1.986
H -3.002 1.118 2.704
H -4.745 0.094 0.796
H -4.989 -0.073 2.595
H 4.402 -2.145 1.998
H 1.204 0.775 -0.414
H -3.345 -0.842 -2.122
C 3.494 0.515 -3.226
C -4.507 0.600 1.769
C -4.643 0.828 -2.082
H 3.399 0.275 -2.195
H 5.463 2.693 -1.527
H -0.892 -0.220 4.751
C 5.633 2.068 -0.689
O -4.131 1.781 -1.156
O -3.737 -0.114 -4.095
H 3.061 -1.311 -3.455
H 3.244 -0.231 1.735
N 0.816 0.026 3.391
C -5.181 1.915 1.819
H -0.926 -0.425 -1.485
H -1.181 -1.844 -3.988
O -3.196 0.754 1.823
O 4.964 1.472 1.472
H -4.047 -3.368 1.192
H 0.507 4.530 3.205
H 1.103 -0.833 -2.544
H 2.002 -2.283 2.301
H -2.622 0.786 -2.582
H -0.115 -2.677 3.169
C 1.467 2.240 2.480
O -0.862 -1.223 -2.061
H 1.684 -3.727 0.840
H -0.042 0.486 -4.065
O 2.865 -0.534 -3.967
H -1.712 -1.697 1.293
O -1.511 -1.448 -4.875
H -0.190 -3.611 -1.983
O 1.253 3.208 1.774
H -6.222 1.821 1.971
H -1.364 2.070 -1.200
C -3.233 -2.966 1.800
C -0.497 -0.720 -5.566
H -3.170 -1.553 0.378
H -4.647 -2.162 2.902
C 2.118 -1.877 1.260
O -2.053 -3.103 -0.172
O -3.692 -2.123 2.854
H -1.543 -4.587 5.937
H -1.190 -0.665 3.270
H -0.829 2.342 0.326
H -1.394 1.049 -4.890
H 3.094 1.873 -4.561
H 0.402 5.106 1.550
H 0.162 1.316 -5.573
O 2.121 -2.967 0.348
C -0.784 -4.085 5.294
H 0.213 -2.943 -3.579
C 4.524 2.143 0.287
H 2.050 1.510 1.903
H -4.863 2.397 2.761
H -4.965 2.619 0.980
H 4.477 3.081 0.790
H -3.670 1.346 -0.486
C -0.361 -0.699 3.930
H -2.745 -3.799 2.176
H 2.402 3.140 -2.408
O 3.160 2.941 -2.853
O -1.025 -2.800 4.990
H 3.508 1.813 -0.054
C -0.423 0.615 -5.018
H 0.491 -1.282 -5.540
O 1.245 2.696 -0.813
C 3.273 -1.081 1.046
C 0.602 1.525 -1.048
H -1.550 -2.736 -0.886
C 0.517 -1.566 -2.015
H 1.737 1.532 -3.780
C -0.731 1.607 -0.468
C -2.490 -2.243 0.792
H 1.289 -1.185 1.145
H 5.398 2.077 2.027
C 0.422 1.390 3.080
O 4.422 -1.813 1.167
H 1.449 -3.369 -2.527
C 2.851 1.758 -3.540
C 0.471 -2.934 -2.474
H 0.134 1.833 4.027
H 0.611 1.055 -2.016
H 0.734 -1.646 -0.907
H -5.401 0.152 -1.808
H -0.480 1.420 2.510
H -0.827 -4.749 4.437
H 1.547 -0.034 4.089
C -3.525 0.122 -2.693
C -0.067 -2.195 4.165

=====

Computed, not measured: 3 unconnected molecules or ions with the total composition C4H13NO3 in a non-equilibrium geometry, with the ωB97M-V functional and the def2-TZVPD basis.

Output
* SMILES: CCNC(C)=O.O.O
* HOMO-LUMO gap: 10.066 eV
* energy relative to the best compared isomer or geometry (same formula, charge and spin): 133.6 kJ/mol

Element x y z (Å)
H -2.485 0.180 0.433
C -0.863 1.220 -0.613
C -1.719 1.036 0.631
H -1.204 0.709 1.556
O 0.828 -1.843 -0.760
H -2.002 -1.543 -1.043
H 3.594 -0.072 0.517
H -1.125 -2.452 -2.214
O 2.883 0.054 -0.096
H -0.330 2.260 -0.555
H -1.420 1.301 -1.589
C -1.241 -1.454 -1.864
H 1.003 0.553 -0.080
H -0.898 1.868 3.130
C -0.060 -1.035 -1.040
H 2.834 -0.742 -0.633
O -0.282 1.256 3.556
H 0.184 0.779 2.886
H -2.417 1.908 0.835
H -1.612 -0.788 -2.629
N 0.220 0.251 -0.689

=====

Computed, not measured: 2 unconnected molecules or ions with the total composition C4H2N4O2 in a non-equilibrium geometry, with the ωB97M-V functional and the def2-TZVPD basis.

Output
* SMILES: N#Cc1nnc[nH]1.O=C=O
* HOMO-LUMO gap: 10.834 eV
* energy relative to the best compared isomer or geometry (same formula, charge and spin): 20.0 kJ/mol

Element x y z (Å)
N -1.434 -0.670 1.900
C -3.131 -0.134 0.119
H 1.332 0.399 0.426
C 0.330 0.144 0.907
O 0.245 -4.106 1.941
N -0.657 0.143 -0.028
C -0.143 -3.622 1.026
O -0.534 -3.190 0.044
C -1.790 -0.340 0.681
N -0.138 -0.362 2.009
N -4.031 0.347 -0.398
H -0.419 0.531 -0.947

=====

Computed, not measured: 2 unconnected molecules or ions with the total composition CH6S4Si in a non-equilibrium geometry, with the ωB97M-V functional and the def2-TZVPD basis.

Output
* SMILES: CS[Si](=S)S.S
* HOMO-LUMO gap: 9.371 eV
* energy relative to the best compared isomer or geometry (same formula, charge and spin): 116.7 kJ/mol

Element x y z (Å)
S -0.094 1.201 0.022
Si -1.430 0.559 -1.404
S 0.723 -2.934 2.405
S -3.295 0.661 -0.365
H 0.575 -1.711 2.916
H 1.440 1.856 -1.839
H 2.309 1.510 -0.274
H 1.362 0.109 -1.122
C 1.499 1.166 -0.948
S -0.977 0.100 -3.249
H -2.660 1.256 0.542
H 0.548 -3.773 3.316

=====

Computed, not measured: a single C3HClF2O molecule in a non-equilibrium geometry, with the ωB97M-V functional and the def2-TZVPD basis.

Output
* SMILES: O=C/C(F)=C(/F)Cl
* HOMO-LUMO gap: 9.692 eV
* energy relative to the best compared isomer or geometry (same formula, charge and spin): 0.0 kJ/mol

Element x y z (Å)
Cl 0.888 2.020 -0.835
F 2.315 0.377 0.602
C 0.126 -0.334 0.201
C 1.125 0.558 0.063
F 0.531 -1.439 0.863
O -1.798 0.429 -0.955
H -1.886 -1.228 0.276
C -1.301 -0.383 -0.215

=====

Computed, not measured: 9 unconnected molecules or ions with the total composition C30H90N9O9P3S6 in a non-equilibrium geometry, with the ωB97M-V functional and the def2-TZVPD basis.

Output
* HOMO-LUMO gap: 7.817 eV
* energy relative to the best compared isomer or geometry (same formula, charge and spin): 19.6 kJ/mol

Element x y z (Å)
H 4.306 -3.097 -7.802
H 0.964 4.308 -2.381
H 0.264 -11.060 -8.165
H 0.435 -0.728 -6.034
H 2.563 -5.310 -5.255
O 11.025 -5.708 -7.117
P 0.818 1.388 -4.475
H 2.408 -1.495 -9.080
O 8.714 -2.055 -4.316
H 3.889 0.965 -3.460
H 3.392 -2.472 -11.852
C 8.455 -2.275 -11.355
H -1.297 -0.798 -6.157
O 1.024 2.152 -5.727
H 4.517 -4.478 -8.818
H -1.478 -6.219 -5.185
N 2.011 0.264 -4.173
C 3.412 0.622 -4.386
O 0.168 -0.638 -10.524
O 2.924 -6.362 -9.289
H -0.602 -7.155 -6.809
C 4.258 -7.261 -1.300
H 8.596 -3.020 -10.578
H -5.182 -6.992 -5.553
H 6.265 -2.941 -16.620
C -4.155 -6.764 -5.252
H 3.988 -0.241 -4.731
O 2.275 -8.537 -2.635
H 8.209 -4.680 -12.252
H 9.713 -4.244 -4.211
H 8.325 -5.954 -5.036
H 11.120 -5.295 -4.297
H -0.088 -6.967 -8.601
C 10.608 -4.479 -4.794
C -2.010 -5.471 -4.593
C 6.536 -2.268 -2.688
H 8.161 -1.316 -10.921
H -1.781 1.924 -3.873
H 9.078 -1.734 -14.888
H -1.181 -10.203 -10.626
H 5.330 -4.359 -7.285
C -0.172 -11.872 -8.747
N -0.538 0.406 -4.561
C 0.205 -3.886 -7.674
H -3.575 -7.258 -6.037
C 2.303 -0.437 -8.811
H 2.423 3.418 -2.845
H 2.725 -0.722 -2.469
H 5.447 -2.167 -2.737
H 11.096 -3.518 -4.925
H 0.140 -3.521 -10.285
H 4.802 -6.313 -1.218
H -1.328 -4.624 -4.512
C 0.136 -7.325 -7.595
H 6.533 -3.446 -5.551
H 0.095 -4.394 -6.716
H 9.373 -2.001 -11.886
H 6.813 -1.772 -1.761
H -2.143 -5.916 -3.607
H 4.390 -1.429 -15.053
C 0.719 1.684 -9.316
H -0.498 -1.692 -4.868
N 4.984 -2.076 -13.097
C 6.362 -2.377 -5.469
H 0.193 -8.404 -7.796
C 4.034 -1.472 -14.028
H 6.916 -4.204 -15.480
C 4.479 -2.435 -11.781
N 3.227 -4.821 -7.162
S 1.348 0.234 -10.237
H 3.063 -1.963 -13.952
H -2.326 1.267 -5.315
P 2.198 -5.698 -8.177
H 6.627 -4.553 -11.383
S -3.651 -5.009 -5.226
H -0.800 -3.732 -8.071
H 1.493 -7.556 -5.266
H 2.110 -5.786 -0.996
H -2.511 0.312 -3.765
C -2.099 -10.471 -10.098
H 0.553 1.273 -1.287
S 3.082 -7.285 -2.685
H -2.793 -10.721 -10.901
H 6.720 -4.537 -13.139
H 6.753 -3.338 -2.657
N 7.436 -2.765 -12.288
H 4.936 -8.106 -1.356
H -2.448 -9.589 -9.559
H 0.940 -0.494 -2.534
S -2.002 -11.843 -8.947
C 2.906 -4.432 -5.799
N 1.414 -6.778 -7.177
C 8.639 -6.009 -6.083
H 5.303 -2.209 -5.252
H 2.213 -5.031 -2.619
H 9.135 -6.980 -6.131
C -0.477 -0.756 -5.437
H 1.890 -3.729 -10.330
H 1.700 -0.392 -7.909
H 2.401 -8.537 -6.594
N 1.049 -4.565 -8.639
O 6.959 -0.323 -12.957
H 0.064 -12.847 -8.329
H 3.736 -7.204 -0.338
P 6.590 -1.714 -13.297
H 3.029 -7.152 -5.782
H 0.644 -2.901 -7.470
C -1.872 0.954 -4.369
N 6.990 -2.160 -14.852
H 0.400 2.424 -10.044
N 0.585 2.372 -3.111
O -4.298 -4.283 -4.091
S 7.307 -1.552 -4.170
H -4.046 -7.317 -4.318
H 3.433 1.416 -5.132
C 1.842 -0.737 -3.100
H 0.220 -11.782 -9.760
S 9.985 -4.831 -6.489
H 0.950 -6.172 -2.306
O -2.255 -13.078 -9.745
H 6.587 -1.777 -6.347
C 1.368 3.590 -3.097
H 7.992 -0.435 -15.446
H 3.804 -4.109 -5.265
C -0.060 1.957 -1.883
C 0.951 -4.210 -10.046
H 1.566 -1.699 -3.541
C 2.100 -7.574 -6.177
H -0.171 1.268 -8.834
H 3.305 -0.020 -8.864
C 7.226 -4.209 -12.228
C 8.155 -1.514 -15.433
H 4.768 -3.454 -11.511
C 1.987 -5.946 -2.065
H 1.351 4.116 -4.053
H 2.196 -3.601 -5.771
H -0.345 2.799 -1.253
H 4.828 -1.761 -10.995
H -1.004 1.448 -2.083
H 7.763 -5.945 -6.721
H 0.773 -5.064 -10.704
H 1.347 2.078 -8.520
H 5.328 -3.371 -15.302
C 6.379 -3.261 -15.579
H 8.289 -1.819 -16.470
H 3.842 -0.445 -13.685
C 4.361 -4.199 -7.776

=====

Here are the calculated highest occupied orbital energy numbers, same order: -0.3468; -0.4159; -0.3410; -0.3452; -0.3881; -0.3427; -0.3706; -0.3004 (Ha).